Entry 1:
21
Properties=species:S:1:pos:R:3:forces:R:3 method="wB97M-V/def2-TZVPD" homo_ev=-8.5105 gap_ha=0.3015 lumo_ev=-0.306 smiles="C[C@@H](F)[N+](=O)[O-].Clc1cccc(Cl)n1"
C -2.728 -0.083 -1.427 0.47 1.10 -0.65
C -2.057 -1.128 -0.637 3.59 0.94 -0.53
N -2.599 -1.378 0.612 -3.12 -2.15 4.51
O -2.109 -2.258 1.375 -0.98 1.88 -2.09
O -3.579 -0.660 0.940 1.86 -1.27 -0.41
H -2.203 -0.049 -2.402 -0.44 0.27 0.48
H -3.786 -0.232 -1.566 -0.32 -0.51 -0.17
H -2.675 0.887 -0.897 0.27 -0.47 -0.34
H -1.517 -1.908 -1.209 -1.11 -0.15 0.85
Cl 1.600 -2.004 -1.142 -0.21 -0.17 -0.24
C 1.866 -0.517 -0.320 -0.20 2.62 1.60
N 0.820 0.202 0.098 6.31 2.91 0.93
F -0.765 -0.497 0.029 -7.13 -2.84 -2.39
C 0.931 1.303 0.857 2.08 -1.73 -1.43
Cl -0.468 2.082 1.470 -0.36 0.04 -0.07
C 2.199 1.808 1.160 -0.11 -0.07 0.22
C 3.315 1.105 0.691 -0.19 -0.34 0.07
C 3.167 -0.079 -0.043 -0.26 -0.28 0.00
H 2.270 2.686 1.806 0.21 -0.25 -0.32
H 4.320 1.433 0.963 -0.31 0.01 -0.14
H 3.997 -0.712 -0.358 -0.04 0.45 0.12

---

Entry 2:
64
Properties=species:S:1:pos:R:3:forces:R:3 method="wB97M-V/def2-TZVPD" homo_ev=-8.0861 relative_energy_ev=0.087 gap_ha=0.3212 lumo_ev=0.654 smiles="CCOC(=O)C1(CCOc2ccccc2)CCN(Cc2ccc(O)c(OCC)c2)CC1"
C -0.340 -3.691 -2.514 0.09 0.31 0.27
C 0.594 -2.729 -1.794 0.23 -0.52 -0.16
H 1.198 -2.160 -2.504 -0.05 -0.05 0.12
H 1.245 -3.278 -1.106 -0.04 0.15 -0.14
O -0.134 -1.747 -1.056 -0.10 0.28 -0.21
C -0.557 -2.092 0.162 -0.08 0.02 0.25
O -0.364 -3.177 0.649 0.02 -0.13 -0.03
C -1.354 -0.993 0.858 -0.22 0.03 0.20
C -0.904 -0.942 2.325 0.29 -0.15 -0.10
C 0.529 -0.430 2.429 -0.27 -0.06 0.15
N 0.619 0.903 1.866 -0.05 0.10 0.06
C 0.286 0.885 0.454 -0.22 0.06 -0.04
C -1.145 0.393 0.248 0.31 -0.04 -0.16
H -1.373 0.383 -0.816 -0.04 0.06 0.04
H -1.829 1.087 0.741 -0.07 0.01 -0.02
H 0.367 1.907 0.075 0.06 -0.02 -0.06
H 0.978 0.247 -0.121 -0.03 0.12 0.01
C 1.886 1.565 2.149 -0.04 -0.04 -0.01
C 3.090 0.892 1.532 0.03 0.03 0.11
C 3.761 -0.120 2.200 -0.03 0.14 -0.09
C 4.808 -0.794 1.594 0.16 -0.04 -0.27
C 5.198 -0.464 0.309 -0.15 0.22 -0.08
C 4.535 0.570 -0.374 0.19 -0.16 -0.07
C 3.491 1.234 0.242 0.12 -0.01 -0.10
H 2.971 2.032 -0.266 -0.04 0.10 -0.09
O 5.008 0.797 -1.650 0.05 -0.42 0.53
C 4.570 1.936 -2.359 -0.03 0.49 -0.24
C 5.181 3.230 -1.830 -0.10 -0.40 0.00
H 4.890 3.399 -0.796 -0.01 0.08 0.06
H 6.266 3.174 -1.877 0.08 0.02 -0.01
H 4.844 4.067 -2.435 -0.03 0.12 -0.05
H 3.474 1.992 -2.357 0.09 -0.07 -0.03
H 4.902 1.757 -3.386 -0.14 0.05 0.12
O 6.223 -1.130 -0.288 0.02 0.01 -0.04
H 6.351 -0.743 -1.165 -0.02 -0.01 0.05
H 5.336 -1.582 2.106 0.08 -0.11 0.06
H 3.472 -0.384 3.205 -0.05 -0.03 0.13
H 1.801 2.592 1.781 0.06 -0.01 0.06
H 1.996 1.598 3.236 0.04 0.06 -0.04
H 0.818 -0.377 3.482 0.07 -0.06 -0.03
H 1.206 -1.141 1.923 0.02 0.02 0.10
H -0.964 -1.940 2.761 -0.06 0.01 0.01
H -1.563 -0.271 2.878 -0.06 0.02 -0.01
C -2.832 -1.429 0.800 0.07 0.10 -0.35
C -3.421 -1.483 -0.615 -0.04 -0.43 0.37
O -3.729 -0.214 -1.150 -0.15 0.37 -0.11
C -4.795 0.484 -0.667 -0.06 0.17 -0.06
C -5.747 -0.001 0.223 0.22 -0.28 -0.07
C -6.800 0.809 0.616 -0.08 0.13 0.00
C -6.920 2.100 0.137 -0.15 0.02 0.09
C -5.973 2.586 -0.750 0.03 -0.02 -0.01
C -4.920 1.789 -1.149 0.14 -0.16 0.00
H -4.174 2.150 -1.839 0.09 0.04 -0.09
H -6.055 3.592 -1.132 0.00 0.08 -0.04
H -7.744 2.723 0.451 -0.07 0.05 0.03
H -7.533 0.418 1.307 -0.05 -0.03 0.05
H -5.687 -1.005 0.615 0.05 -0.09 0.02
H -4.311 -2.125 -0.624 0.09 0.06 -0.06
H -2.695 -1.903 -1.314 -0.12 -0.03 0.03
H -3.421 -0.734 1.403 0.01 -0.03 0.07
H -2.912 -2.423 1.245 -0.04 0.00 0.05
H -0.924 -4.253 -1.789 -0.04 -0.07 0.01
H -1.015 -3.144 -3.169 -0.05 0.01 -0.10
H 0.244 -4.388 -3.109 0.04 -0.09 -0.09

---

Entry 3:
42
Properties=species:S:1:pos:R:3:forces:R:3 method="wB97M-V/def2-TZVPD" homo_ev="-14.8175 / -14.8170" relative_energy_ev=0.560 total_charge=+2 gap_ha="0.2595 / 0.1728" lumo_ev="-7.755 / -10.115"
Sn 0.037 0.648 -2.265 0.71 0.03 1.24
Se 0.391 -1.588 5.386 0.01 -0.06 0.26
N -0.154 -0.121 4.589 -0.23 0.53 -0.07
C 0.060 -0.254 3.305 0.24 -0.57 0.10
C -0.268 0.749 2.315 -0.03 0.20 -0.30
C -0.865 1.973 2.638 0.04 -0.07 -0.08
C -1.149 2.871 1.631 0.04 -0.05 0.04
C -0.837 2.527 0.321 -0.05 0.18 -0.01
N -0.272 1.365 0.006 -0.17 -0.17 -1.02
C 0.016 0.477 0.972 -0.07 0.05 0.43
C 0.623 -0.785 0.573 0.07 -0.19 0.26
N 0.865 -0.968 -0.735 -0.41 0.28 -0.80
C 1.401 -2.111 -1.156 0.08 -0.09 -0.13
C 1.727 -3.145 -0.287 0.01 0.03 0.08
C 1.492 -2.974 1.062 -0.04 0.12 -0.04
C 0.934 -1.772 1.514 0.07 -0.02 -0.33
C 0.655 -1.506 2.908 -0.24 0.43 0.41
N 0.901 -2.342 3.884 0.22 -0.41 -0.37
H -1.093 2.181 3.675 0.00 0.05 0.00
H -1.608 3.826 1.842 0.01 0.01 -0.02
H -1.047 3.207 -0.496 -0.01 0.01 0.02
H 1.577 -2.202 -2.221 0.01 -0.05 0.02
H 2.154 -4.059 -0.673 0.02 0.01 -0.02
H 1.722 -3.744 1.787 0.02 -0.03 -0.02
C -4.230 0.115 -2.288 0.29 0.02 0.11
C -3.095 -0.882 -2.472 -0.78 0.59 -0.05
C -3.268 -2.197 -1.687 0.36 -0.29 0.13
O -1.864 -0.343 -2.276 -0.37 -0.52 0.26
H -5.172 -0.320 -2.614 -0.03 0.01 0.02
H -4.044 1.027 -2.855 -0.04 -0.04 -0.06
H -4.307 0.379 -1.232 -0.09 -0.03 0.00
H -3.123 -1.203 -3.548 0.34 -0.12 -0.02
H -3.346 -1.953 -0.627 -0.05 0.05 -0.02
H -2.418 -2.862 -1.833 -0.05 -0.01 -0.06
H -4.177 -2.697 -2.009 -0.03 0.06 -0.05
O 2.514 1.653 -1.785 0.10 0.27 0.58
N 3.662 2.022 -1.821 0.07 -0.41 -0.95
C 4.545 2.625 -1.138 0.43 0.41 0.64
C 4.277 3.125 0.185 -0.30 -0.05 0.03
N 4.016 3.512 1.234 -0.03 -0.06 -0.04
C 5.861 2.806 -1.685 -0.06 -0.12 -0.25
N 6.912 2.937 -2.125 -0.05 0.02 0.07

---

Entry 4:
75
Properties=species:S:1:pos:R:3:forces:R:3 method="wB97M-V/def2-TZVPD" homo_ev=-10.8394 relative_energy_ev=0.112 total_charge=+1 gap_ha=0.2316 lumo_ev=-4.536
Ru -0.692 -0.090 0.980 -0.37 0.20 -0.27
S 1.092 -1.262 4.942 0.02 -0.02 0.00
C -0.590 -1.465 5.117 -0.02 -0.01 0.03
C -1.285 -1.127 3.991 0.04 -0.05 -0.07
C -0.453 -0.670 2.923 0.04 0.09 0.15
C 0.867 -0.713 3.327 -0.08 -0.01 -0.04
C 1.892 -0.424 2.366 -0.04 -0.07 0.02
C 3.274 -0.460 2.574 0.01 0.00 0.02
C 4.124 -0.199 1.525 0.00 0.00 0.00
C 3.596 0.093 0.266 0.00 0.00 -0.02
C 2.231 0.114 0.118 -0.05 0.04 0.06
N 1.393 -0.135 1.143 0.15 -0.05 -0.11
H -0.991 -1.827 6.050 0.00 0.00 0.00
H -2.360 -1.245 3.949 0.00 0.04 0.02
H 3.655 -0.699 3.558 -0.01 0.00 0.00
H 5.195 -0.222 1.676 0.00 0.00 0.00
H 4.231 0.306 -0.581 0.00 0.00 0.00
H 1.759 0.339 -0.830 0.02 0.00 -0.01
C 3.663 0.494 -6.184 0.01 0.00 -0.01
C 2.464 0.410 -5.283 -0.01 0.00 0.02
C 2.369 -0.576 -4.301 0.01 0.01 -0.02
C 1.262 -0.652 -3.473 -0.01 -0.03 0.01
C 0.235 0.271 -3.618 0.03 -0.01 -0.03
C 0.302 1.253 -4.596 0.01 0.01 0.03
C 1.414 1.315 -5.419 0.00 0.02 0.00
S -1.162 0.192 -2.550 0.01 -0.02 0.01
O -1.506 -1.200 -2.353 -0.01 0.02 0.01
O -2.154 1.098 -3.066 0.02 -0.03 0.01
N -0.637 0.662 -1.103 0.09 0.22 0.08
C -0.423 1.949 -0.700 0.04 -0.27 -0.06
C -0.350 3.161 -1.392 0.03 0.07 -0.02
C -0.110 4.303 -0.657 -0.01 -0.02 -0.10
C 0.047 4.251 0.730 0.02 -0.05 0.10
C -0.054 3.029 1.352 0.25 0.05 -0.08
N -0.274 1.916 0.641 -0.21 0.14 0.38
H 4.347 -0.336 -6.016 -0.01 0.00 0.00
H 4.210 1.423 -6.016 -0.01 0.00 0.00
H 3.361 0.480 -7.232 0.00 0.00 0.00
H 3.164 -1.304 -4.199 0.00 0.00 0.00
H 1.183 -1.446 -2.741 -0.02 0.01 0.00
H -0.522 1.944 -4.719 -0.01 -0.01 -0.01
H 1.461 2.074 -6.191 0.01 0.00 0.00
H -0.494 3.188 -2.461 -0.01 -0.01 -0.02
H -0.049 5.257 -1.165 0.00 0.00 0.00
H 0.232 5.141 1.313 0.00 0.01 -0.02
H 0.059 2.905 2.421 -0.03 -0.01 0.00
C -2.649 -0.867 0.968 0.28 0.00 0.21
C -2.891 0.560 1.049 -0.18 -0.33 -0.16
C -3.312 1.276 -0.106 0.00 0.09 -0.02
C -3.532 2.623 -0.047 0.04 -0.09 -0.05
C -3.335 3.298 1.172 0.01 0.07 0.12
C -2.988 2.622 2.331 -0.01 0.11 -0.10
C -2.767 1.254 2.272 0.20 -0.11 -0.01
C -3.470 4.730 1.204 -0.01 0.01 -0.02
N -3.534 5.877 1.206 0.00 -0.03 0.02
H -2.932 -1.350 0.039 -0.02 0.04 -0.02
H -2.864 -1.433 1.864 0.01 0.00 -0.01
H -3.447 0.752 -1.042 -0.05 -0.03 0.03
H -3.841 3.172 -0.926 0.01 0.01 0.00
H -2.880 3.161 3.262 0.00 0.00 0.00
H -2.516 0.719 3.173 -0.07 0.00 0.01
N -0.264 -2.067 0.250 -0.05 -0.15 -0.02
C -0.242 -3.319 0.998 0.16 0.10 0.06
C 0.966 -3.999 1.075 -0.01 0.06 0.12
C 1.050 -5.189 1.781 -0.02 0.00 0.02
C -0.077 -5.705 2.402 0.02 0.00 -0.01
C -1.283 -5.027 2.309 -0.02 0.02 0.00
C -1.371 -3.829 1.615 -0.07 -0.09 -0.06
H 0.692 -1.937 -0.067 -0.07 0.06 -0.15
H -0.822 -2.143 -0.606 -0.11 0.02 0.04
H 1.848 -3.597 0.587 0.00 0.01 -0.01
H 1.995 -5.711 1.842 -0.01 0.00 -0.01
H -0.019 -6.635 2.950 0.00 0.00 0.00
H -2.170 -5.429 2.782 0.01 0.00 0.00
H -2.322 -3.323 1.546 0.05 -0.03 -0.02

---

Entry 5:
14
Properties=species:S:1:pos:R:3:forces:R:3 method="wB97M-V/def2-TZVPD" homo_ev=-10.0979 relative_energy_ev=0.768 gap_ha=0.4039 lumo_ev=0.892 smiles="C=NC.O.O"
C -1.071 -0.931 0.578 -0.58 -1.22 -0.89
C -0.838 1.167 1.470 -1.14 0.89 -0.60
N -0.272 0.223 0.872 0.49 -0.48 0.65
H -1.460 -0.970 -0.437 0.42 0.39 -0.42
H -1.953 -1.083 1.159 -0.81 0.53 0.94
H -0.560 -1.886 0.710 0.66 0.26 -0.02
H -0.360 2.085 1.789 0.67 -0.14 -0.12
H -1.934 1.239 1.533 0.02 -0.44 0.46
H 0.724 -0.261 -3.110 -0.05 0.03 -0.07
H 0.465 0.661 -1.951 0.02 0.08 0.04
O 0.093 0.397 -2.802 0.10 -0.12 0.15
H 1.656 -0.427 0.238 -0.30 0.47 0.09
H 3.160 -0.293 0.157 0.17 0.10 -0.15
O 2.350 0.080 -0.203 0.31 -0.35 -0.05

---

Entry 6:
85
Properties=species:S:1:pos:R:3:forces:R:3 method="wB97M-V/def2-TZVPD" homo_ev="-7.1518 / -7.9692" s2=6.034 relative_energy_ev=2.949 multiplicity=5 gap_ha="0.2809 / 0.2282" lumo_ev="0.491 / -1.760"
C 2.329 -0.033 0.671 1.14 0.06 -0.10
C 2.173 -0.720 -0.562 1.69 0.61 -0.28
C 1.820 0.224 -1.557 1.73 -0.25 0.66
H 2.319 -1.789 -0.710 0.09 0.61 0.07
C 1.665 1.510 -0.918 2.32 0.51 -0.82
C 2.074 1.363 0.448 1.12 -0.38 0.03
H 1.399 2.436 -1.394 0.05 0.04 -0.06
C -1.265 -2.495 1.464 -2.54 0.59 -0.33
C 0.033 -2.601 0.885 1.52 -0.13 -2.45
C -0.088 -2.253 -0.485 0.71 -1.00 1.45
H 0.975 -2.936 1.376 -1.05 0.20 -0.44
C -1.425 -1.774 -0.722 -0.78 -1.19 0.65
C -2.153 -1.959 0.477 -0.18 -0.37 1.07
H 1.724 -0.104 -2.567 -0.34 0.46 -0.54
H 2.194 2.121 1.208 -0.25 0.01 -0.18
H 2.629 -0.542 1.578 -0.13 0.39 0.08
H -3.224 -1.713 0.620 1.05 -0.19 0.01
H 0.612 -2.526 -1.284 -0.39 0.45 0.61
H -1.556 -2.859 2.472 0.22 0.57 -0.87
Co 0.431 0.319 -0.030 -2.98 -1.26 3.29
C -1.860 -1.251 -2.067 -0.15 0.00 0.45
C -3.374 -0.966 -2.095 0.31 -0.06 0.08
C -1.493 -2.277 -3.146 -0.17 -0.47 0.29
H -3.891 -1.899 -1.814 0.02 0.46 -0.10
H -3.697 -0.683 -3.110 0.09 -0.01 0.35
H -3.628 -0.166 -1.381 -0.02 -0.33 -0.26
H -1.895 -3.258 -2.840 0.12 0.27 -0.39
H -0.395 -2.360 -3.216 -0.51 -0.05 -0.25
H -1.941 -1.962 -4.104 0.36 -0.22 0.24
C -0.947 -0.032 -2.305 -0.35 0.33 2.05
C -1.490 1.356 -2.217 0.22 -0.12 2.93
H -0.357 -0.168 -3.181 0.33 0.05 -0.48
H -0.219 0.080 -1.414 -1.72 -1.12 -3.22
O -1.677 1.864 -1.104 -0.45 -0.36 -3.07
N -1.440 1.973 -3.447 -0.73 1.81 -2.14
C -0.226 2.751 -3.729 -0.15 0.45 0.31
H -2.330 2.245 -3.889 0.93 0.21 0.64
C 0.931 1.973 -4.339 0.43 0.00 -0.53
C 2.168 2.600 -4.158 0.11 -0.33 0.17
H 2.166 3.588 -3.676 0.22 -0.49 -0.11
C 3.361 1.979 -4.519 -0.25 0.36 -0.03
H 4.293 2.492 -4.294 -0.05 -0.21 -0.13
C 3.336 0.737 -5.151 -0.12 0.29 0.36
H 4.272 0.242 -5.397 -0.21 0.01 -0.07
C 2.107 0.154 -5.440 -0.38 0.21 -0.04
H 2.102 -0.783 -5.989 -0.17 0.06 0.07
C 0.892 0.762 -5.064 0.42 0.46 0.09
H -0.055 0.311 -5.385 0.31 0.16 0.40
H 0.198 3.270 -2.828 -0.68 -0.75 -0.31
H -0.452 3.636 -4.332 -0.32 -0.38 -0.38
O -0.902 0.756 1.159 0.21 0.16 1.60
Si -0.691 1.061 2.743 -0.46 -0.35 -0.30
C 0.840 0.291 3.570 0.32 0.20 -0.40
C 0.929 -1.101 3.710 0.42 -0.06 0.17
C 2.093 -1.706 4.196 -0.29 0.20 0.02
C 3.176 -0.917 4.587 -0.04 0.08 -0.15
C 3.108 0.470 4.457 -0.18 0.05 -0.04
C 1.951 1.069 3.942 0.06 -0.38 0.13
C -0.669 2.856 3.273 -0.43 0.08 -0.58
C -1.501 3.252 4.330 0.48 0.48 0.20
C -1.374 4.529 4.889 0.21 -0.10 -0.36
C -0.430 5.418 4.356 -0.03 -0.19 -0.13
C 0.331 5.061 3.231 -0.20 -0.16 0.00
C 0.172 3.792 2.655 -0.03 0.45 0.67
C -2.134 0.285 3.635 0.30 -0.59 -0.40
C -3.350 0.171 2.952 -0.40 -0.14 0.66
C -4.452 -0.408 3.597 0.33 0.07 0.02
C -4.304 -0.937 4.889 0.11 0.08 -0.16
C -3.057 -0.913 5.528 0.00 0.17 -0.22
C -1.969 -0.307 4.888 -0.67 -0.04 0.24
H 0.081 -1.733 3.442 0.25 0.26 0.10
H 2.132 -2.792 4.287 0.07 0.22 0.03
H 4.072 -1.386 4.986 -0.12 0.08 -0.07
H 3.952 1.094 4.760 -0.24 -0.22 -0.10
H 1.914 2.156 3.837 -0.01 -0.31 0.07
H -2.237 2.554 4.731 0.26 0.16 -0.01
H -1.998 4.811 5.740 0.21 0.02 -0.30
H -0.305 6.406 4.802 0.00 -0.25 -0.11
H 1.057 5.766 2.813 -0.35 -0.17 0.11
H 0.701 3.521 1.737 -0.06 0.14 0.40
H -3.415 0.531 1.923 -0.07 0.01 0.33
H -5.418 -0.432 3.086 0.25 -0.12 0.23
H -5.167 -1.381 5.388 0.24 0.10 -0.11
H -2.919 -1.340 6.524 -0.18 0.05 -0.32
H -0.984 -0.296 5.361 -0.39 0.07 -0.01

---

Results for molecular weight: 241.049, 427.541, 557.020, 717.862, 79.099, 653.784 (in u, following the order of the records).
Results for DFT total energy: -1550.94936, -1403.39992, -3842.50615, -2667.07098, -286.79017, -3425.58721 (in Eh, following the order of the records).